No. 1
Molecular formula: C38H43FGe3OW
Method: DFT, the ωB97M-V functional and the def2-TZVPD basis

```
87
Properties=species:S:1:pos:R:3
W -0.931 -0.322 -0.185
C 3.487 -1.677 0.528
C 3.225 -0.846 1.801
C 2.043 0.022 1.406
O 1.269 -0.807 0.510
C 2.247 -1.459 -0.346
H 3.622 -2.731 0.766
H 4.375 -1.332 0.004
H 4.081 -0.234 2.075
H 2.973 -1.487 2.645
H 2.381 0.914 0.872
H 1.406 0.318 2.239
H 2.464 -0.804 -1.188
H 1.807 -2.380 -0.713
C -0.043 5.475 2.144
Ge -0.334 3.530 2.370
C -2.064 3.275 3.293
C 1.105 2.895 3.573
Ge -0.385 2.030 0.394
C 1.270 2.557 -0.670
C 1.918 3.755 -0.388
C 2.988 4.192 -1.155
C 3.433 3.439 -2.230
C 2.789 2.251 -2.537
C 1.722 1.815 -1.760
C -1.617 3.001 -0.865
C -1.778 2.457 -2.145
C -2.643 3.022 -3.067
C -3.404 4.128 -2.711
C -3.273 4.673 -1.445
C -2.371 4.123 -0.540
H -0.201 5.926 3.125
H -0.731 5.931 1.435
H 0.977 5.698 1.836
H -1.969 3.524 4.350
H -2.402 2.241 3.212
H -2.829 3.921 2.861
H 1.170 3.575 4.423
H 2.071 2.894 3.066
H 0.906 1.892 3.954
H 1.570 4.371 0.431
H 3.472 5.130 -0.911
H 4.272 3.777 -2.824
H 3.109 1.657 -3.384
H 1.239 0.896 -2.049
H -1.202 1.581 -2.440
H -2.724 2.605 -4.064
H -4.089 4.567 -3.424
H -3.876 5.525 -1.157
H -2.256 4.571 0.441
C -2.696 0.526 0.295
Ge -3.089 -0.995 1.482
C -1.676 -2.204 0.724
C -0.732 -2.953 1.459
C 0.012 -3.934 0.844
C -0.161 -4.202 -0.521
C -1.111 -3.522 -1.254
C -1.877 -2.515 -0.658
C -2.695 -0.891 3.403
C -3.539 -1.422 4.372
C -3.182 -1.353 5.711
C -1.992 -0.743 6.082
C -1.152 -0.200 5.119
C -1.501 -0.280 3.780
C -4.801 -1.703 0.802
C -5.463 -0.953 -0.170
C -6.654 -1.407 -0.715
C -7.188 -2.616 -0.294
C -6.523 -3.375 0.658
C -5.331 -2.924 1.207
H -3.343 1.390 0.366
H -0.626 -2.767 2.521
H 0.719 -4.519 1.416
H 0.437 -4.973 -0.990
H -1.285 -3.782 -2.289
H -2.778 -2.172 -1.161
H -4.473 -1.882 4.069
H -3.833 -1.775 6.465
H -1.718 -0.685 7.126
H -0.233 0.287 5.419
H -0.854 0.138 3.011
H -5.049 -0.008 -0.498
H -7.157 -0.810 -1.465
H -8.121 -2.965 -0.715
H -6.936 -4.324 0.972
H -4.820 -3.527 1.948
F -0.028 -0.878 -1.793
```

For the highest occupied orbital energy (spin up / spin down), the calculation gives -10.47 / -10.88 eV. The gap between HOMO and LUMO (spin up / spin down) comes out at 6.5 / 5.6 eV. The net charge is +1. The expectation value of S² is 3.77. For the LUMO energy (spin up / spin down), the calculation gives -3.93 / -5.30 eV. The multiplicity is 4.

Results of the Mulliken charge analysis, in e, for atoms 1 through 5: W 0.31; C -0.71; C -0.72; C 0.23; O -0.05

---

No. 2
Molecular formula: C32H27AsIrN2O6PSSe
Method: DFT, the ωB97M-V functional and the def2-TZVPD basis

```
72
Properties=species:S:1:pos:R:3
Ir 0.271 2.524 0.820
O 1.942 3.445 1.897
As 3.089 2.180 1.322
O 4.556 2.672 0.888
O 1.952 1.775 0.059
C 3.120 0.836 2.705
C 4.437 0.507 3.014
C 4.724 -0.518 3.907
C 3.692 -1.227 4.488
C 2.372 -0.906 4.189
C 2.072 0.117 3.306
S 0.325 0.422 3.031
O 0.137 0.108 1.590
O -0.409 -0.432 3.915
O 0.133 1.865 3.206
H 2.239 4.363 1.861
H 5.240 1.061 2.545
H 5.754 -0.755 4.135
H 3.900 -2.026 5.187
H 1.554 -1.435 4.659
C -5.802 2.902 0.059
C -5.395 2.294 -1.121
C -4.060 1.972 -1.314
C -3.132 2.275 -0.320
C -3.541 2.874 0.867
C -4.878 3.190 1.054
P -1.372 2.066 -0.657
C -1.163 0.723 -1.838
C -1.755 -0.514 -1.590
C -1.553 -1.568 -2.467
C -0.757 -1.388 -3.593
C -0.160 -0.158 -3.835
C -0.358 0.900 -2.958
C -0.876 3.627 -1.413
C -1.274 4.405 -2.483
C -0.540 5.558 -2.737
C 0.546 5.893 -1.930
C 0.913 5.122 -0.833
C 0.164 3.991 -0.538
H -6.846 3.148 0.206
H -6.118 2.069 -1.893
H -3.746 1.497 -2.235
H -2.821 3.099 1.647
H -5.197 3.657 1.975
H -2.381 -0.651 -0.715
H -2.029 -2.523 -2.284
H -0.615 -2.204 -4.290
H 0.455 -0.015 -4.714
H 0.119 1.855 -3.141
H -2.110 4.121 -3.111
H -0.803 6.198 -3.569
H 1.116 6.784 -2.163
H 1.756 5.433 -0.228
C -0.537 -2.997 1.210
N 0.418 -3.526 0.243
C 1.292 -2.831 -0.486
Se 1.617 -0.975 -0.427
N 1.955 -3.682 -1.286
C 1.500 -4.984 -1.070
C 1.863 -6.203 -1.619
C 1.195 -7.316 -1.139
C 0.206 -7.213 -0.153
C -0.152 -5.993 0.391
C 0.521 -4.881 -0.093
H -0.447 -1.915 1.264
H -0.335 -3.421 2.192
H -1.545 -3.265 0.895
H 2.685 -3.404 -1.920
H 2.629 -6.286 -2.378
H 1.445 -8.291 -1.533
H -0.286 -8.111 0.193
H -0.915 -5.912 1.153
```

For the highest occupied orbital energy (spin up / spin down), the calculation gives -10.76 / -10.75 eV. The gap between HOMO and LUMO (spin up / spin down) comes out at 7.1 / 5.6 eV. The net charge is +1. The expectation value of S² is 0.75. For the LUMO energy (spin up / spin down), the calculation gives -3.69 / -5.13 eV. The multiplicity is 2.

Results of the Mulliken charge analysis, in e, for atoms 1 through 5: Ir 2.44; O -0.62; As 1.10; O -0.70; O -0.70

---

No. 3
Molecular formula: C19H27N5O3S
Method: DFT, the ωB97M-V functional and the def2-TZVPD basis

```
55
Properties=species:S:1:pos:R:3
C -2.662 1.540 -5.066
N -2.270 1.596 -3.669
C -1.860 0.422 -3.051
O -1.816 -0.641 -3.640
C -1.496 0.584 -1.664
C -1.052 -0.489 -0.870
S -0.923 -2.070 -1.561
C -0.229 -2.998 -0.141
C 1.265 -3.288 -0.256
N 2.076 -2.137 0.106
C 3.307 -2.496 0.791
C 4.023 -1.222 1.243
O 4.303 -0.367 0.160
C 3.119 -0.039 -0.528
C 2.405 -1.292 -1.030
N -0.734 -0.300 0.402
C -0.823 0.921 0.904
C -0.494 1.097 2.353
C 0.652 0.173 2.813
C 0.079 -0.688 3.942
C -1.410 -0.750 3.625
C -1.720 0.680 3.198
N -1.215 2.001 0.242
C -1.557 1.832 -1.033
N -1.976 2.918 -1.740
C -2.036 4.204 -1.073
C -2.347 2.840 -3.072
O -2.721 3.811 -3.688
H -2.027 2.201 -5.655
H -2.550 0.510 -5.396
H -3.697 1.864 -5.172
H -0.431 -2.401 0.745
H -0.786 -3.933 -0.115
H 1.488 -4.095 0.449
H 1.498 -3.653 -1.268
H 3.065 -3.099 1.669
H 3.983 -3.074 0.135
H 4.985 -1.464 1.697
H 3.393 -0.698 1.977
H 3.417 0.597 -1.364
H 2.442 0.521 0.135
H 1.492 -1.005 -1.552
H 3.063 -1.821 -1.743
H -0.269 2.153 2.507
H 0.951 -0.466 1.981
H 1.516 0.749 3.141
H 0.543 -1.672 3.982
H 0.228 -0.199 4.907
H -2.014 -1.072 4.473
H -1.585 -1.430 2.790
H -2.650 0.764 2.637
H -1.790 1.324 4.075
H -2.704 4.139 -0.216
H -1.043 4.481 -0.723
H -2.405 4.933 -1.790
```

For the highest occupied orbital energy, the calculation gives -8.66 eV. The gap between HOMO and LUMO comes out at 8.9 eV. As for the SMILES: Cn1c(=O)c2c(SCCN3CCOCC3)nc(C3CCCC3)nc2n(C)c1=O. The net charge is 0. For the LUMO energy, the calculation gives 0.20 eV.

Results of the Mulliken charge analysis, in e, for atoms 1 through 5: C -1.15; N -0.03; C 0.95; O -0.68; C -0.24

---

Listing molar mass for the structures above in their given order: 936.429; 944.716; 405.524 g mol⁻¹.
Listing energy relative to the best compared isomer or geometry (same formula, charge and spin) for the structures above in their given order: 0.00; 67.42; 29.99 kcal per mole.